P.
DFT (ωB97M-V/def2-TZVPD) results for 2 unconnected molecules or ions with the total composition C4H14N2.

Computed properties:
- Kohn-Sham gap (eV) = 9.6483
- total charge = 0
- LUMO (eV) = 1.0

Positions of all 20 atoms, in Å:
1 C 2.41088 4.69825 0.64375
2 N 1.99209 3.34493 0.30115
3 C 0.62348 3.26095 -0.29201
4 H 2.10452 5.38073 -0.15322
5 H 1.95865 5.06568 1.57901
6 H 3.50006 4.73919 0.76279
7 H 1.99591 2.75150 1.12101
8 H 0.49433 4.08456 -0.98391
9 H -0.11946 3.39215 0.50057
10 H 0.60541 2.27221 -0.74182
11 C -0.86499 -4.68646 0.34757
12 N -2.14031 -4.30291 -0.22558
13 C -2.10731 -2.95575 -0.77073
14 H -0.95028 -5.68164 0.78357
15 H -0.01445 -4.50061 -0.32083
16 H -0.70824 -4.06783 1.23145
17 H -2.44878 -4.92936 -0.96268
18 H -3.04632 -2.76145 -1.31360
19 H -1.34150 -2.84785 -1.55082
20 H -1.94369 -2.25628 0.04433

***

Q.
DFT (ωB97M-V/def2-TZVPD) results for 2 unconnected molecules or ions with the total composition C4H14N2.

Computed properties:
- Kohn-Sham gap (eV) = 9.9953
- total charge = 0
- LUMO (eV) = 1.1

Positions of all 20 atoms, in Å:
1 N -0.51375 0.48430 3.33843
2 C -0.08301 -0.76232 2.63717
3 C -0.93074 1.37103 2.19177
4 H -1.33152 0.36813 3.95042
5 H 0.81199 -0.53527 2.03382
6 H -0.83464 -1.23928 1.98587
7 H 0.19881 -1.47548 3.43001
8 H -1.90353 1.06006 1.77511
9 H -0.16364 1.27299 1.40530
10 H -0.99761 2.43146 2.48777
11 N -0.06106 -0.65135 -2.28245
12 C 0.86352 0.07725 -1.42120
13 C 0.28719 -0.40097 -3.71833
14 H 0.14768 -1.62234 -2.01714
15 H 1.88795 -0.28012 -1.61978
16 H 0.60233 -0.16557 -0.37745
17 H 0.84349 1.17333 -1.54300
18 H 1.30353 -0.80431 -3.86320
19 H 0.28174 0.65808 -4.02655
20 H -0.40873 -0.95962 -4.36654

***

R.
DFT (ωB97M-V/def2-TZVPD) results for 2 unconnected molecules or ions with the total composition C4H14N2.

Computed properties:
- Kohn-Sham gap (eV) = 9.4904
- total charge = 0
- LUMO (eV) = 1.1

Positions of all 20 atoms, in Å:
1 C -0.81563 -1.82992 1.83773
2 C -0.64316 -0.56726 2.69269
3 N -0.36927 0.58744 1.83634
4 H -0.50122 -1.60034 0.82018
5 H -1.87379 -2.10795 1.77418
6 H -0.27869 -2.70366 2.19854
7 H 0.18949 -0.71007 3.37719
8 H -1.52783 -0.42455 3.31290
9 H -0.35070 1.42993 2.40437
10 H -1.17818 0.73163 1.23457
11 C 1.38587 1.43058 -1.43204
12 N 1.23938 0.24996 -2.24994
13 C -0.10476 0.03774 -2.73185
14 H 0.86030 1.29193 -0.47989
15 H 0.97216 2.34147 -1.88201
16 H 2.43429 1.57868 -1.19437
17 H 1.94221 0.20344 -2.97078
18 H -0.48540 0.89192 -3.31604
19 H -0.14474 -0.83806 -3.37490
20 H -0.75033 0.00707 -1.85687

***

Pick R: it beats the second-best structure by 45.2 kJ/mol.

***

P.
DFT (ωB97M-V/def2-TZVPD) results for 2 unconnected molecules or ions with the total composition C4H14N2.

Computed properties:
- Kohn-Sham gap (eV) = 9.9489
- total charge = 0
- LUMO (eV) = 1.1

Positions of all 20 atoms, in Å:
1 C -2.28754 0.65295 -0.71172
2 C -1.39163 0.05534 -1.79680
3 C -0.20882 0.93415 -2.13586
4 H -1.77206 1.36578 -0.09938
5 H -2.65016 -0.12972 -0.03977
6 H -3.17065 1.17631 -1.08879
7 H -1.98733 -0.16086 -2.67812
8 H -0.96497 -0.88407 -1.43786
9 H 0.36810 0.56279 -2.97755
10 H -0.46380 1.97820 -2.33445
11 H 0.51571 0.98330 -1.31920
12 N 0.36886 -0.46532 1.73009
13 C 1.78095 -0.21876 1.81095
14 N 2.52486 -1.44292 1.49345
15 H 0.05026 -1.40018 1.55108
16 H -0.24570 0.02207 2.35722
17 H 2.07618 0.53538 1.07150
18 H 2.06743 0.18685 2.78945
19 H 3.38853 -1.49332 2.01910
20 H 2.00179 -2.25800 1.79669

***

Q.
DFT (ωB97M-V/def2-TZVPD) results for 2 unconnected molecules or ions with the total composition C4H14N2.

Computed properties:
- Kohn-Sham gap (eV) = 10.1502
- total charge = 0
- LUMO (eV) = 0.8

Positions of all 20 atoms, in Å:
1 C -2.70001 1.89108 -1.15395
2 C -2.13624 2.46101 0.28031
3 N -3.07155 3.43377 0.95914
4 H -3.63972 1.45312 -1.07059
5 H -2.03524 1.24054 -1.77109
6 H -2.87221 2.74852 -1.87186
7 H -1.22125 3.04878 -0.00006
8 H -1.87697 1.70452 1.06003
9 H -2.60848 4.28808 0.51767
10 H -4.01990 3.48438 0.48662
11 C 2.86063 -2.08818 1.33023
12 C 2.70114 -2.32936 -0.20759
13 N 2.65694 -3.75079 -0.63505
14 H 2.22984 -2.71377 1.92844
15 H 2.44118 -1.06076 1.42586
16 H 3.90701 -1.93698 1.53444
17 H 3.53056 -2.01569 -0.91621
18 H 1.76514 -1.87147 -0.51734
19 H 2.02853 -3.60934 -1.38699
20 H 2.06058 -4.37747 0.00796

***

R.
DFT (ωB97M-V/def2-TZVPD) results for 2 unconnected molecules or ions with the total composition C4H14N2.

Computed properties:
- Kohn-Sham gap (eV) = 10.4525
- total charge = 0
- LUMO (eV) = 1.2

Positions of all 20 atoms, in Å:
1 N 3.08702 -1.19931 3.35345
2 C 5.52728 -0.86054 2.83466
3 C 4.32639 -0.60214 3.83961
4 H 2.25875 -0.85065 3.84851
5 H 2.98698 -0.89172 2.37977
6 H 5.72013 -1.90664 2.54293
7 H 6.41860 -0.47012 3.35402
8 H 5.36350 -0.26495 1.92085
9 H 4.43968 -1.12004 4.81141
10 H 4.29327 0.48606 4.04001
11 N -1.10736 0.69811 -4.69188
12 C -2.08878 2.04809 -2.82675
13 C -2.23780 1.54413 -4.18173
14 H -1.45231 -0.11698 -5.21084
15 H -0.48358 1.20053 -5.33309
16 H -3.03676 2.37491 -2.36725
17 H -1.36127 2.87429 -2.75798
18 H -1.69943 1.18808 -2.25630
19 H -3.19688 0.99507 -4.11734
20 H -2.38163 2.39223 -4.87850

***

Pick P: it beats the second-best structure by 20.8 kJ/mol.

***

P.
DFT (ωB97M-V/def2-TZVPD) results for a single C23H27N3O3S molecule.

Computed properties:
- Kohn-Sham gap (eV) = 8.2076
- total charge = 0
- LUMO (eV) = 0.5

Positions of all 57 atoms, in Å:
1 C -2.26203 4.72696 2.79348
2 H -2.22112 3.80684 3.38593
3 O -1.13176 4.87078 1.96610
4 C -1.07359 3.96690 0.89652
5 C -0.71829 2.52880 1.33341
6 N -0.30434 1.73506 0.21190
7 C -1.14028 1.17101 -0.69760
8 N -0.50727 0.47850 -1.60848
9 C 0.80593 0.58282 -1.28446
10 C 0.97247 1.35918 -0.16298
11 C 2.20439 1.69631 0.53192
12 C 3.19524 0.72260 0.64138
13 C 4.39911 0.98437 1.26703
14 C 4.64290 2.24398 1.80566
15 C 3.66004 3.22816 1.69081
16 C 2.46389 2.96169 1.06233
17 H 1.74283 3.75754 0.96368
18 H 3.86332 4.20513 2.09975
19 O 5.78395 2.61433 2.44681
20 C 6.82074 1.67222 2.57572
21 H 6.50333 0.80145 3.15866
22 H 7.62135 2.18619 3.10520
23 H 7.18785 1.34190 1.59864
24 H 5.13589 0.19925 1.33101
25 H 3.01227 -0.26113 0.23595
26 H 1.55118 0.11161 -1.89221
27 S -2.87607 1.35068 -0.61236
28 C -3.31786 0.55349 -2.17718
29 C -3.07362 -0.95352 -2.27541
30 O -3.14565 -1.49368 -3.35438
31 N -2.82894 -1.57097 -1.10256
32 C -2.58974 -2.95373 -0.93828
33 C -3.36219 -3.63598 -0.00514
34 C -3.18378 -4.99179 0.17682
35 C -2.24479 -5.66337 -0.58568
36 C -1.45233 -4.98958 -1.50351
37 C -1.59683 -3.60731 -1.67018
38 C -0.70409 -2.84447 -2.59560
39 H -0.59557 -1.81327 -2.26522
40 H 0.27988 -3.30184 -2.65332
41 H -1.13780 -2.81861 -3.59519
42 C -0.44189 -5.75218 -2.30767
43 H -0.55761 -6.82141 -2.14878
44 H 0.57207 -5.47348 -2.02000
45 H -0.56068 -5.54185 -3.36877
46 H -2.12160 -6.72964 -0.46113
47 H -3.78368 -5.52633 0.89802
48 H -4.10723 -3.09765 0.56360
49 H -2.97997 -1.03605 -0.25651
50 H -4.38167 0.75063 -2.32112
51 H -2.75559 1.04068 -2.97358
52 H -1.59431 2.05342 1.78715
53 H 0.09252 2.56091 2.06524
54 H -2.02435 3.95354 0.34408
55 H -0.29160 4.34781 0.23303
56 H -3.18530 4.72955 2.20299
57 H -2.25775 5.58357 3.46448

***

Q.
DFT (ωB97M-V/def2-TZVPD) results for a single C23H27N3O3S molecule.

Computed properties:
- Kohn-Sham gap (eV) = 8.7012
- total charge = 0
- LUMO (eV) = 0.7

Positions of all 57 atoms, in Å:
1 C 0.42575 3.21454 0.94507
2 H 0.62478 4.04651 1.61440
3 H 0.83832 2.30634 1.37657
4 H -0.64998 3.09507 0.83712
5 C 1.06066 3.48016 -0.41603
6 N 0.71360 2.43940 -1.34820
7 C -0.41218 2.37531 -2.11045
8 N -0.47356 1.24301 -2.75984
9 N 0.61237 0.53318 -2.42394
10 C 1.31950 1.23470 -1.58402
11 C 2.60661 0.80701 -0.97807
12 O 2.38623 0.56277 0.39557
13 C 3.43709 0.14816 1.16205
14 C 4.73458 0.04969 0.72586
15 C 5.75068 -0.34583 1.60992
16 C 5.47522 -0.63823 2.91337
17 C 4.14995 -0.56576 3.39325
18 C 3.82199 -0.87610 4.72914
19 C 2.52879 -0.81558 5.16806
20 C 1.50080 -0.44915 4.28789
21 C 1.78509 -0.13688 2.98715
22 C 3.11036 -0.17772 2.51123
23 H 0.99693 0.13091 2.30063
24 H 0.48152 -0.41795 4.64339
25 H 2.28942 -1.05635 6.19365
26 H 4.61729 -1.16742 5.40043
27 H 6.26136 -0.93409 3.59198
28 H 6.76209 -0.40989 1.23646
29 H 5.00056 0.27246 -0.29555
30 H 2.93750 -0.10456 -1.48984
31 H 3.36197 1.59678 -1.11354
32 S -1.60665 3.63571 -2.16946
33 C -2.98802 2.58023 -2.67727
34 C -3.07365 1.39894 -1.72170
35 O -2.75353 1.44788 -0.56325
36 O -3.56441 0.34500 -2.34445
37 C -3.63356 -0.88906 -1.60560
38 C -2.28063 -1.59525 -1.65195
39 C -2.37006 -2.94453 -0.94744
40 C -3.45391 -3.81053 -1.58229
41 C -4.80154 -3.09671 -1.53281
42 C -4.71936 -1.74797 -2.24196
43 H -5.67764 -1.22790 -2.18824
44 H -4.47137 -1.89295 -3.29471
45 H -5.56961 -3.71106 -2.00601
46 H -5.09121 -2.94075 -0.49108
47 H -3.52168 -4.76575 -1.05805
48 H -3.19076 -4.01547 -2.62196
49 H -1.40428 -3.44822 -1.00680
50 H -2.60259 -2.78746 0.10841
51 H -1.99177 -1.72870 -2.69576
52 H -1.52480 -0.96679 -1.17960
53 H -3.89080 -0.64916 -0.56548
54 H -3.88812 3.19126 -2.61105
55 H -2.83427 2.23162 -3.69655
56 H 0.69923 4.42653 -0.82843
57 H 2.14971 3.52057 -0.33023

***

Pick Q: it beats the second-best structure by 56.7 kJ/mol.

***

P.
DFT (ωB97M-V/def2-TZVPD) results for a molecular structure, C7H9NO2.

Computed properties:
- Kohn-Sham gap (eV) = 8.8198
- total charge = 0
- LUMO (eV) = 0.7

Positions of all 19 atoms, in Å:
1 C -0.76568 -0.48919 0.52643
2 C -0.26953 0.59927 1.28775
3 C -0.80166 -0.13093 -0.84990
4 C 0.18367 1.52131 0.30812
5 C -0.20732 -0.87689 -1.98689
6 C 1.06653 -0.64104 -1.03900
7 C 0.05716 0.58474 2.74280
8 N -0.41996 1.22765 -0.88115
9 O -0.51180 -2.25159 -2.01251
10 O 1.72947 0.37266 -0.82674
11 H -1.03254 -1.40137 0.91747
12 H -0.22162 -0.29836 -2.90398
13 H 1.23686 -1.61372 -0.54636
14 H 0.79649 1.29686 2.95083
15 H -0.80574 0.50489 3.42400
16 H 0.59299 -0.35051 2.93152
17 H -0.06251 1.61519 -1.74582
18 H -1.17803 -2.13947 -2.67982
19 H 0.61322 2.47049 0.38327

***

Q.
DFT (ωB97M-V/def2-TZVPD) results for a molecular structure, C7H9NO2.

Computed properties:
- Kohn-Sham gap (eV) = 10.0620
- total charge = 0
- LUMO (eV) = 0.4

Positions of all 19 atoms, in Å:
1 C -0.01617 -1.90939 0.32331
2 C 1.45655 -1.71621 -0.16209
3 C 1.66290 -0.15605 -0.51473
4 C 0.22818 0.30484 -0.78742
5 C -0.33345 1.74559 -0.17647
6 C -1.66499 1.53930 0.43298
7 C -1.76368 -0.06736 0.59097
8 H 1.89544 -2.33632 0.63313
9 H 1.94559 -2.46839 -0.99769
10 H 1.95363 0.12408 0.35431
11 H 2.32290 0.11412 -1.26779
12 H -0.12692 0.27045 -1.86416
13 H -0.18950 2.49513 -0.91429
14 H 0.44715 2.31932 0.61718
15 H -1.57568 1.91176 1.72068
16 H -2.47238 2.27782 -0.01952
17 N -0.67193 -0.72977 -0.01431
18 O -0.54877 -3.04424 0.81203
19 O -2.54887 -0.67468 1.23388

***

Pick P: it beats the second-best structure by 41.2 kJ/mol.